(1)
44
Properties=species:S:1:pos:R:3:forces:R:3 method="wB97M-V/def2-TZVPD" gap_ev=10.05 fmax_ha_per_bohr=0.007 smiles="Cc1nc(CN(C)C(=O)c2coc([C@H](C)NC(=O)[C@@H]3C[C@H]3C#N)n2)no1" de_lowest_kcal_mol=4.8 e_tot_ev=-34013.5717
O -0.54482 -6.41272 1.99130 0.0 0.0 -0.1
O 0.50905 0.64057 0.11922 0.0 -0.1 0.0
O -1.89586 -0.29410 -5.20220 -0.1 0.2 0.0
O -0.02372 -3.39922 0.62200 0.1 -0.2 0.1
N -2.26187 -4.93289 1.94321 -0.1 0.0 0.1
N -1.75823 -2.18705 0.00958 -0.2 0.1 -0.2
N -2.52519 0.36740 -4.14498 0.0 0.0 -0.1
N -0.61144 -7.57996 7.00049 0.0 0.0 0.1
N -1.45138 0.71733 -1.00051 0.0 0.0 0.2
N -1.30058 -1.35222 -3.37787 0.1 -0.1 0.0
C -0.41905 -2.15914 -5.57222 0.1 -0.1 -0.1
C -0.62507 -1.38500 0.02561 0.0 0.2 0.1
C -1.24873 2.12090 -1.30576 0.0 0.2 -0.1
C -1.19462 -1.28866 -4.66724 0.0 0.0 0.3
C -1.34675 -3.35386 0.35380 0.1 0.1 0.1
C -3.52077 -4.45264 -0.10014 -0.1 0.0 0.0
C -1.40305 -5.78189 2.57102 0.1 0.0 0.0
C -2.14898 -4.60089 0.53388 -0.1 -0.1 -0.2
C -0.49145 0.06669 -0.28374 0.0 0.0 -0.1
C -2.54852 0.09716 -1.72076 -0.2 -0.1 0.1
C -0.37226 -6.11851 4.87727 0.0 -0.1 0.2
C 0.42209 -2.13467 0.42405 -0.1 0.0 -0.1
C -0.50000 -6.93755 6.05607 0.0 0.0 0.0
C -2.13908 -0.29944 -3.10133 -0.1 0.1 -0.2
C -1.60339 -5.85897 4.06643 0.0 0.1 -0.3
C -1.01369 -4.75526 4.89047 0.0 0.2 0.1
H 0.30519 -1.57212 -6.13661 0.0 0.0 0.0
H -2.52979 -6.31569 4.38546 0.0 0.0 0.1
H -4.08412 -3.64038 0.36134 0.0 0.0 0.0
H 0.10787 -2.90973 -4.99136 0.0 0.0 0.0
H -0.49307 -3.95503 4.38310 0.1 -0.1 -0.1
H -1.07815 -2.65524 -6.28450 0.0 0.0 0.0
H -0.40970 2.50302 -0.73701 0.0 -0.1 0.0
H -1.04699 2.25866 -2.37147 0.0 0.0 0.0
H -2.84663 -4.34110 2.51262 0.0 0.0 0.0
H -4.07986 -5.37963 0.01671 0.0 0.0 0.0
H -2.14480 2.68782 -1.04595 0.0 0.0 0.0
H 1.46358 -1.93297 0.58184 0.0 0.0 0.0
H -3.42733 -4.22768 -1.16137 0.0 0.0 0.0
H -2.92449 -0.76790 -1.18702 0.1 -0.1 0.0
H -1.61199 -5.42189 0.05984 0.1 0.0 0.1
H -3.36489 0.81653 -1.78736 0.1 0.1 -0.1
H 0.55310 -6.25822 4.33861 0.0 0.1 -0.1
H -1.52331 -4.44417 5.79038 0.0 -0.1 0.0

=====

(2)
46
Properties=species:S:1:pos:R:3:forces:R:3 method="wB97M-V/def2-TZVPD" multiplicity=3 gap_ev="7.00 / 4.34" charge=+2 fmax_ha_per_bohr=0.014 de_lowest_kcal_mol=16.0 e_tot_ev=-64776.9415
Pd 0.33797 0.85023 -0.17342 0.3 0.1 -0.4
S -1.95362 0.37794 -0.50848 -0.3 -0.1 0.0
S 5.14199 0.49489 -0.09018 -0.1 0.0 0.2
S 1.02941 0.28354 4.73016 0.3 0.0 -0.1
N -0.55500 3.90181 -0.52956 -0.1 0.2 0.0
N -1.49999 0.26414 -3.10088 0.0 -0.1 -0.2
N 2.56091 0.53468 0.03966 -0.3 0.2 0.3
N -1.25378 0.25338 3.28597 0.2 0.1 0.1
N 0.48776 3.06303 -0.51321 0.1 -0.3 0.0
N 0.76936 0.39598 2.14737 0.4 -0.2 0.0
N 3.37173 0.62513 -2.13656 0.2 0.0 0.0
N -2.12233 -1.73349 -2.23124 -0.1 0.1 -0.1
C 4.40363 0.45203 1.44438 0.2 0.0 0.0
C -3.03666 -5.18261 -0.00338 0.0 0.0 0.1
C 1.16557 5.15599 -0.04190 0.1 0.0 0.1
C -2.97223 -2.77268 -0.11238 0.0 0.1 -0.1
C 2.42363 0.36670 3.76997 0.0 0.0 0.7
C 0.06706 0.31595 3.24836 -0.3 0.0 0.1
C -3.25731 -3.94396 0.57616 0.0 0.0 -0.1
C -0.19312 5.16762 -0.25150 0.1 0.1 0.0
C 3.54736 0.55726 -0.82076 -0.1 0.0 0.0
C -2.24992 -4.09430 -1.99044 0.1 0.1 0.0
C 2.09974 0.42192 2.41657 -0.3 -0.1 -0.5
C 3.02929 0.47626 1.33159 0.0 0.0 0.0
C -1.86265 -0.44913 -2.01983 0.0 0.0 0.1
C -2.53946 -5.25360 -1.29544 0.0 0.0 0.0
C -2.45057 -2.84849 -1.39791 0.0 -0.2 0.2
C 1.53840 3.81664 -0.20840 0.0 0.2 -0.1
H 4.14964 0.68725 -2.77162 -0.1 0.0 -0.1
H 2.43116 0.65784 -2.49656 0.0 0.0 0.0
H 5.00579 0.40540 2.33892 0.0 0.0 0.0
H -1.43273 1.26070 -3.01098 0.0 0.1 0.1
H -1.60898 -0.09580 -4.03675 0.0 -0.1 0.0
H -3.18797 -1.82511 0.34413 0.0 0.2 0.0
H 1.79987 5.99087 0.19866 0.0 0.0 0.0
H -0.90282 5.97781 -0.23783 0.0 -0.1 0.0
H -2.38221 -6.21299 -1.76898 0.0 0.0 0.0
H -1.86501 -4.15581 -3.00291 0.0 0.0 0.0
H 2.52245 3.38319 -0.13689 0.0 -0.1 0.0
H -3.26686 -6.08805 0.54150 0.0 0.0 0.0
H -1.77795 0.26692 2.42147 0.0 0.0 -0.1
H -3.67565 -3.88231 1.57191 0.0 0.0 0.0
H -1.48177 3.55823 -0.71426 0.0 -0.1 0.0
H 3.40284 0.37394 4.22521 0.0 0.0 0.0
H -1.74923 0.22708 4.16269 -0.1 0.0 -0.1
H -2.00774 -2.02605 -3.19243 0.0 0.0 0.0

=====

(3)
46
Properties=species:S:1:pos:R:3:forces:R:3 method="wB97M-V/def2-TZVPD" gap_ev=8.78 fmax_ha_per_bohr=0.068 smiles="Cc1cc(=O)oc2cc(O[C@@H]3O[C@H](COS(=O)(=O)O)[C@H](O)[C@H](O)[C@H]3O)ccc12" de_lowest_kcal_mol=0.0 e_tot_ev=-50239.7340
S 0.03657 2.69321 -5.15376 2.3 2.6 -0.6
O 1.04840 2.48171 2.40705 0.4 0.7 0.4
O 0.88766 1.86219 -5.98654 -2.1 0.0 1.7
O -0.43606 2.03858 -3.72735 -0.8 0.6 -2.5
O 1.30133 0.72562 -0.82391 0.2 0.1 0.1
O 2.24657 3.29694 -1.64860 -0.5 -0.1 0.0
O 0.59676 3.99502 -4.82562 -0.3 -1.2 0.2
O -1.33309 -3.40245 -0.15316 -0.7 -0.4 0.0
O -3.01459 -4.86445 -0.73771 0.9 1.2 -1.3
O -1.31410 3.14660 -5.92958 0.5 -2.0 1.1
O 1.15398 4.62754 0.56452 -0.2 -0.4 -0.3
O 1.80729 -0.14103 1.25664 -1.0 0.7 -0.2
C 1.00341 -1.22147 1.56248 -0.7 -1.2 -0.2
C 0.89146 -1.68504 2.89223 0.7 0.7 -1.2
C 0.26973 -1.87085 0.55389 0.1 0.2 1.2
C -0.01964 -2.67647 3.18577 0.3 0.2 0.7
C -1.89691 -4.23273 2.52814 -1.1 -0.5 -0.6
C -2.13185 -4.67796 3.97354 0.0 0.3 -0.4
C -0.87940 -3.22513 2.23484 0.5 -0.6 -0.4
C 0.88023 3.06143 -1.31508 -0.6 -1.0 1.4
C -2.65016 -4.69230 1.46580 1.2 1.1 2.5
C 0.58963 1.30807 -3.07207 1.3 -1.4 -0.1
C 1.05386 0.86799 0.59571 -0.6 -0.2 -0.3
C -0.63922 -2.85655 0.90557 -0.4 0.2 0.1
C 0.47307 1.58446 -1.60936 -1.0 0.6 1.4
C 0.65484 3.31370 0.21262 0.5 0.7 -1.3
C 1.41457 2.28480 1.04886 0.3 0.2 0.5
C -2.35523 -4.29133 0.09402 -0.9 -1.5 0.9
H 0.48899 0.24441 -3.27587 -0.2 -0.1 0.0
H 1.57124 1.58816 -3.42787 0.3 0.3 -0.1
H 2.77123 2.57290 -1.26546 -0.2 0.2 -0.2
H -3.51366 -5.36200 1.59006 0.7 0.3 -0.1
H -1.31893 -5.29328 4.37140 0.1 0.1 -0.3
H -0.45293 3.27001 0.42620 1.2 0.1 0.0
H -3.02301 -5.29166 4.03168 -0.2 0.0 -0.1
H 1.57310 -1.23226 3.60714 -0.3 -0.2 0.2
H 2.51503 2.42471 0.95177 -0.5 -0.1 -0.2
H 1.28943 3.41563 2.66498 -0.4 -1.4 -0.6
H -2.24819 -3.83178 4.66948 0.0 -0.2 -0.4
H -1.06169 4.05891 -6.11972 -0.2 0.5 0.0
H 0.32460 -1.61640 -0.47728 0.3 0.3 -0.6
H -0.59944 1.33895 -1.33114 0.8 0.8 -0.1
H 1.91264 4.86493 -0.01708 -0.7 -0.6 0.4
H -0.05003 0.71072 0.76278 0.9 0.0 0.0
H 0.20946 3.70723 -1.87525 0.4 0.3 -0.2
H -0.02699 -3.01928 4.21523 -0.3 -0.1 -0.1

=====

(4)
47
Properties=species:S:1:pos:R:3:forces:R:3 method="wB97M-V/def2-TZVPD" gap_ev=3.96 charge=+3 fmax_ha_per_bohr=0.113 e_tot_ev=-51254.1575
Hf 0.14384 -0.11130 6.48877 0.5 0.4 -0.9
Al 0.26208 0.33679 -1.61179 -0.1 1.2 -1.9
F -0.50285 0.01797 -4.37591 2.3 -2.4 3.1
F 1.58559 -3.69074 -4.16205 -2.3 1.1 4.8
F -1.47592 -2.43693 -2.41051 3.6 1.1 -2.1
F -0.94532 -5.25497 -3.38771 4.1 1.9 3.7
F 1.82482 -2.90571 -1.84677 -3.2 -1.5 -3.0
F 1.70401 -0.75063 -3.87232 -4.0 -0.1 1.8
F -0.33783 -4.90017 -1.05206 1.8 0.4 -4.9
F 1.20370 -5.95506 -2.60879 -3.8 4.3 0.9
F -0.72409 -2.61574 -4.66573 1.3 1.1 4.8
O -2.41170 2.23309 -1.53146 -1.8 -2.2 -0.6
C 3.01949 1.88935 1.43649 -0.2 0.9 0.6
C -0.27982 -2.26328 -3.26486 -1.4 -1.8 -3.1
C 1.17291 0.27110 3.03853 -1.1 2.9 1.4
C -4.03629 0.74441 -0.21023 0.1 -1.0 1.7
C 1.19277 3.06727 3.28724 -1.7 -3.0 1.1
C 1.81846 1.70005 2.56135 -2.7 0.3 2.6
C -0.04227 3.01651 4.39131 1.1 -3.7 -1.2
C -1.44258 0.06369 -0.47163 -3.3 -1.1 3.4
C -0.06678 0.20420 4.14253 1.7 3.3 -0.1
C 2.01809 0.16687 -0.48534 2.4 0.1 2.7
C 0.17160 -4.86729 -2.44773 -0.5 -3.9 -0.1
C 0.30669 -0.73823 -3.35317 -0.5 0.3 -3.5
C -2.74006 0.80484 -1.22289 0.9 1.3 -3.0
C 2.52550 1.68017 -0.11359 0.3 -0.3 -0.6
C 0.84901 -3.41000 -2.87361 1.8 -0.5 -2.0
C -0.71706 1.55556 4.82118 3.5 1.2 -2.3
H -0.54130 -0.82845 4.45278 0.4 1.2 -1.0
H -1.61494 1.55026 5.59844 1.6 0.1 -2.0
H -0.50286 3.97196 4.90161 1.1 -1.9 -1.3
H 4.00114 1.27416 1.69401 -2.4 1.0 -0.5
H -4.70124 1.72473 -0.22259 1.8 -1.8 -0.4
H -1.32348 0.60225 0.57490 0.5 -0.9 -2.0
H -2.90785 0.25460 -2.25508 0.0 1.0 2.2
H -3.59110 0.64111 0.88582 -1.2 0.2 -2.1
H -3.01340 2.50399 -2.30734 1.3 -0.6 1.6
H 3.48233 1.89122 -0.79556 -2.2 -0.4 1.4
H 1.58483 -0.73415 2.59721 -0.9 2.1 1.2
H 3.34799 3.03369 1.52567 -0.8 -2.5 -0.2
H -4.70992 -0.20301 -0.42625 1.6 1.9 0.3
H 2.80820 -0.42194 -1.15559 -2.2 1.1 0.6
H 1.61734 4.13862 3.02830 -0.9 -2.5 0.5
H 0.22756 1.89072 -2.04852 0.7 -0.3 -0.2
H 1.76147 -0.51517 0.42967 0.4 1.3 -1.7
H 1.68675 2.43364 -0.44014 1.9 -1.2 1.0
H -1.68749 -1.06008 -0.23660 0.4 2.1 -0.6